Record 1
Computed, not measured: a molecular structure, C27H35MnN8O3, with ωB97M-V/def2-TZVPD.

The geometry in XYZ format:
```
74
Properties=species:S:1:pos:R:3:forces:R:3:lowdin_charge:R:1
Mn 1.01464 -0.11319 -0.04796 -0.43 -0.54 1.81 0.8912
C 2.56500 -2.56846 1.56807 0.00 -0.22 0.45 -0.0492
O 2.43294 -1.74455 0.42472 0.35 -0.13 -0.21 -0.1812
C 3.42979 -1.83760 -0.54059 -0.24 0.73 -0.52 -0.1912
C 4.47701 -2.73386 -0.50668 0.07 -0.08 0.01 -0.0206
C 5.44258 -2.70114 -1.50706 -0.20 0.17 -0.04 -0.0694
C 5.34678 -1.78011 -2.53947 0.15 -0.22 0.04 -0.0770
C 4.30103 -0.88159 -2.58289 -0.45 -0.02 0.48 0.0006
C 3.31795 -0.88392 -1.57945 1.40 -1.12 -0.85 -0.1843
N 2.29430 0.03107 -1.51303 -0.22 1.81 -1.29 -0.0639
N 2.17480 0.86495 -2.51293 1.72 -1.15 -0.02 0.1266
C 1.49857 1.99632 -2.50464 -1.31 -0.01 1.48 -0.1481
C 0.75261 2.45418 -1.34626 0.82 -1.46 0.38 -0.2916
O 0.83026 1.79699 -0.22844 -0.56 2.16 -0.71 -0.1526
C -0.05478 3.59824 -1.47180 -0.40 1.07 -0.20 0.0027
C -0.10446 4.32388 -2.63263 0.00 -0.62 1.00 0.0141
C 0.65289 3.94824 -3.76364 0.58 -0.43 -0.58 -0.1718
C 0.61874 4.69978 -4.95200 0.11 -0.12 0.03 -0.0253
C 1.39777 4.34839 -6.02615 -0.13 0.11 0.00 -0.0733
C 2.23186 3.22954 -5.94919 -0.06 -0.05 0.20 -0.0601
C 2.26339 2.46140 -4.80814 0.01 0.04 -0.20 -0.0177
C 1.47419 2.79408 -3.70075 -0.01 0.31 -0.50 -0.0960
H 3.55965 -2.45985 2.00987 -0.08 -0.03 -0.08 0.1094
H 2.37512 -3.61649 1.31556 0.08 0.10 -0.01 0.1131
H 1.82016 -2.22064 2.28096 0.09 -0.07 -0.14 0.0656
H 4.57058 -3.46430 0.27997 -0.06 -0.04 0.11 0.1077
H 6.26695 -3.39336 -1.46246 0.09 -0.10 -0.03 0.1074
H 6.09908 -1.76512 -3.31344 0.06 0.03 -0.06 0.1081
H 4.22352 -0.14924 -3.36992 0.02 0.05 -0.04 0.1001
H -0.62505 3.89800 -0.60528 -0.05 0.04 0.08 0.1148
H -0.71565 5.21075 -2.68716 -0.15 0.11 -0.01 0.1216
H -0.03471 5.55714 -4.99842 -0.05 0.16 -0.04 0.1137
H 1.36799 4.93436 -6.93105 -0.01 0.07 -0.09 0.1053
H 2.85218 2.96919 -6.79243 0.07 -0.05 -0.08 0.1071
H 2.90096 1.59284 -4.74484 0.00 -0.03 -0.04 0.0999
C -1.19543 1.36190 4.54464 -0.12 0.08 0.13 -0.0394
N -0.17969 0.91895 3.61140 0.03 -0.21 -0.03 -0.1267
C 0.51806 1.99291 2.93539 0.29 0.06 -0.30 -0.0269
C -0.12707 -0.32057 3.08314 0.02 -0.02 0.02 -0.4585
O 0.30000 -0.51823 1.92247 -0.05 0.00 -0.09 -0.0671
N -0.53028 -1.37483 3.84467 0.10 0.04 -0.16 -0.1266
C -0.39809 -1.41790 5.28768 -0.13 0.07 0.21 -0.0394
C -0.73017 -2.67063 3.22995 -0.11 -0.07 -0.21 -0.0439
H -1.74391 2.18902 4.08616 -0.01 -0.02 0.05 0.0997
H -0.74342 1.72440 5.46981 -0.08 -0.04 0.03 0.1005
H -1.90251 0.56844 4.76458 0.01 -0.01 0.04 0.0837
H 0.83502 2.72242 3.67899 -0.01 0.02 0.01 0.1014
H -0.11639 2.48013 2.18969 0.08 -0.03 0.02 0.0939
H 1.40044 1.59413 2.43201 -0.14 0.19 0.07 0.0885
H 0.16723 -0.56426 5.64556 0.00 0.05 0.04 0.0939
H 0.13997 -2.32615 5.56097 0.04 0.01 0.02 0.0960
H -1.37194 -1.44443 5.78132 0.03 0.02 0.05 0.0965
H -0.69552 -2.57468 2.14642 0.02 -0.02 0.16 0.0607
H -1.70366 -3.05958 3.53497 0.01 -0.12 -0.01 0.0976
H 0.03961 -3.38425 3.54181 -0.05 0.07 -0.01 0.0978
C -5.51494 -0.23560 -0.63880 0.02 -0.17 0.21 -0.0652
C -5.09235 -1.21300 0.44975 0.24 -0.01 -0.12 -0.4046
C -5.06503 -2.64656 -0.07256 -0.09 0.21 0.15 -0.0717
C -3.74831 -0.79949 1.07242 -1.02 0.11 0.48 -0.1119
N -2.60477 -0.97024 0.21812 1.24 -0.26 -0.84 -0.0717
C -1.87384 -2.06709 -0.05662 0.03 0.36 -0.24 -0.1262
N -0.81573 -1.71006 -0.74707 -0.22 -0.65 0.04 0.0629
N -0.90981 -0.37642 -0.89360 -1.27 -0.32 -0.16 -0.0878
N -1.97300 0.07101 -0.32678 -0.26 0.45 0.34 0.1270
H -6.49997 -0.51138 -1.00205 -0.11 0.06 -0.14 0.0854
H -4.81946 -0.26094 -1.47441 0.07 0.03 -0.15 0.0811
H -5.55536 0.77885 -0.25274 -0.05 0.16 -0.02 0.0816
H -5.81668 -1.15870 1.26854 0.08 0.03 0.02 0.1413
H -4.44873 -2.72791 -0.96618 0.08 -0.04 -0.08 0.0784
H -6.07081 -2.95803 -0.34205 -0.05 -0.08 -0.03 0.0878
H -4.69145 -3.33028 0.68723 0.02 -0.19 0.05 0.0776
H -3.57106 -1.37344 1.98809 0.09 0.09 -0.11 0.1300
H -3.77979 0.26360 1.31446 0.09 -0.08 0.10 0.1319
H -2.12975 -3.06703 0.22216 -0.08 -0.21 0.14 0.1367
```
Forces are in eV/Å.

Calculated values
frontier orbital gap (spin up / spin down) = 0.2324 / 0.2366 Eh
net charge = +1
⟨S²⟩ = 8.762
LUMO energy (spin up / spin down) = -3.051 / -3.181 eV
energy = -77945.216 eV
spin multiplicity = 6

=====

Record 2
Computed, not measured: 2 unconnected molecules or ions with the total composition C4H12S2, with ωB97M-V/def2-TZVPD.

The geometry in XYZ format:
```
18
Properties=species:S:1:pos:R:3:forces:R:3:lowdin_charge:R:1
C 1.42556 -1.31932 2.64921 -0.38 0.56 0.29 -0.1711
C 1.51100 0.16583 2.23071 0.61 -0.74 0.67 -0.5987
S 1.78054 1.28743 3.65331 -0.32 0.12 -0.08 0.6741
H 0.40178 -1.69951 2.60703 0.10 0.04 -0.14 0.0668
H 1.72051 -1.37343 3.68990 0.24 -0.35 0.14 0.0390
H 2.07510 -1.93820 2.04076 0.02 -0.16 -0.07 0.0619
H 2.42683 0.29969 1.66471 -0.23 0.13 -0.50 0.0449
H 0.62531 0.44181 1.68806 -0.06 0.45 -0.37 0.0421
H 0.57773 1.87425 3.66345 -0.01 -0.04 0.05 -0.1617
C -0.97741 0.13686 -3.46317 0.50 0.67 0.02 -0.1862
C -2.02202 0.59629 -2.45602 -0.22 -1.30 -0.05 -0.6112
S -1.85561 -0.29041 -0.86183 -0.04 0.27 -0.15 0.6684
H -1.24394 -0.82296 -3.89545 0.05 -0.06 0.01 0.0708
H 0.01200 0.05782 -3.00792 -0.03 -0.10 0.03 0.0540
H -0.85980 0.88075 -4.25637 -0.21 -0.15 -0.11 0.0709
H -2.10275 1.66338 -2.32555 0.16 0.25 0.10 0.0576
H -2.96454 0.19756 -2.82073 -0.38 0.43 0.01 0.0507
H -0.53029 -0.15786 -0.80010 0.18 0.00 0.16 -0.1725
```
Forces are in eV/Å.

Calculated values
frontier orbital gap = 0.3613 Eh
net charge = 0
LUMO energy = 0.845 eV
energy = -26012.585 eV
SMILES = CCS.CCS

=====

The highest energy belongs to which entry? C4H12S2

=====

Among the records above, which one has the lowest energy? C27H35MnN8O3

=====

The lowest energy belongs to which entry? C27H35MnN8O3

=====

Among the records above, which one has the highest net charge? C27H35MnN8O3